The following is a quantum chemistry calculation of a molecular structure, C44H35Cl2MoN8P2SSe2, from OMol25.

energy relative to the best compared isomer or geometry (same formula, charge and spin): 0.00 kJ/mol
E_tot: -245122.1763 eV
HOMO: -9.4 eV
net charge: +1
frontier orbital gap: 5.93 eV

Last column: Mulliken charge in e.
Geometry (Å):
1 Mo 1.448 -0.457 1.539  0.041
2 N 3.392 -0.624 5.376  -0.231
3 C 2.486 -0.385 6.448  0.277
4 C 2.952 0.076 7.665  -0.689
5 C 2.049 0.326 8.692  -0.631
6 C 0.691 0.151 8.483  -0.673
7 C 0.229 -0.285 7.247  -0.667
8 C 1.132 -0.579 6.240  0.615
9 S 0.580 -1.249 4.705  -0.250
10 N 1.814 -0.687 3.657  0.149
11 C 3.019 -0.523 4.082  0.630
12 C 4.063 -0.217 3.054  1.171
13 C 5.357 0.133 3.370  -1.014
14 C 6.253 0.400 2.338  -0.615
15 C 5.819 0.309 1.037  -0.973
16 C 4.495 -0.041 0.793  -0.234
17 N 3.637 -0.297 1.779  0.314
18 H 4.362 -0.480 5.592  0.169
19 H 4.013 0.235 7.817  0.352
20 H 2.413 0.669 9.651  0.396
21 H -0.014 0.356 9.276  0.401
22 H -0.833 -0.412 7.071  0.439
23 H 5.690 0.228 4.393  0.368
24 H 7.274 0.680 2.566  0.447
25 H 6.478 0.506 0.203  0.484
26 H 4.091 -0.136 -0.208  0.626
27 Se 1.633 -0.696 -5.818  -0.345
28 P 0.108 -0.908 -4.409  0.140
29 C -0.874 -2.409 -4.638  0.336
30 C -1.769 -2.468 -5.707  -0.133
31 C -2.419 -3.654 -6.002  -0.770
32 C -2.160 -4.796 -5.253  -0.534
33 C -1.250 -4.747 -4.209  -0.749
34 C -0.611 -3.554 -3.898  -0.148
35 C -1.045 0.496 -4.422  0.351
36 C -0.550 1.749 -4.781  -0.450
37 C -1.390 2.850 -4.792  -0.768
38 C -2.728 2.711 -4.446  -0.574
39 C -3.228 1.465 -4.100  -0.866
40 C -2.389 0.359 -4.093  -0.291
41 C 0.738 -0.992 -2.689  0.521
42 C 0.242 -0.917 -1.385  -0.673
43 N 1.334 -0.919 -0.570  1.196
44 N 2.418 -1.041 -1.322  -0.828
45 N 2.087 -1.099 -2.581  -0.773
46 P -1.325 -0.710 -0.533  0.706
47 Se -1.011 -1.290 1.550  -0.248
48 C -1.826 1.012 -0.588  1.160
49 C -1.057 1.957 -1.253  -0.259
50 C -1.415 3.297 -1.192  -0.829
51 C -2.524 3.690 -0.462  -0.664
52 C -3.290 2.744 0.211  -1.143
53 C -2.940 1.408 0.155  -0.812
54 C -2.633 -1.740 -1.207  1.380
55 C -3.843 -1.208 -1.638  -0.436
56 C -4.855 -2.055 -2.067  -0.639
57 C -4.660 -3.427 -2.063  -0.709
58 C -3.457 -3.961 -1.618  -0.618
59 C -2.448 -3.122 -1.183  -0.831
60 H -1.940 -1.590 -6.318  0.454
61 H -3.115 -3.694 -6.831  0.419
62 H -2.656 -5.727 -5.496  0.427
63 H -1.030 -5.641 -3.639  0.463
64 H 0.114 -3.523 -3.093  0.391
65 H 0.489 1.840 -5.078  0.346
66 H -1.002 3.818 -5.083  0.462
67 H -3.385 3.572 -4.464  0.446
68 H -4.277 1.351 -3.854  0.450
69 H -2.785 -0.616 -3.847  0.805
70 H -0.185 1.657 -1.818  0.455
71 H -0.820 4.031 -1.717  0.562
72 H -2.796 4.737 -0.414  0.502
73 H -4.154 3.051 0.786  0.446
74 H -3.519 0.677 0.707  0.596
75 H -3.995 -0.137 -1.647  0.407
76 H -5.796 -1.639 -2.404  0.464
77 H -5.450 -4.086 -2.402  0.427
78 H -3.309 -5.033 -1.610  0.449
79 H -1.516 -3.538 -0.819  0.370
80 Cl 2.461 2.653 -0.823  -0.135
81 C 1.535 3.400 0.436  0.829
82 C 1.353 4.771 0.419  -0.666
83 C 0.573 5.367 1.397  -0.507
84 C -0.022 4.601 2.387  -0.629
85 C 0.178 3.232 2.403  0.794
86 Cl -0.550 2.282 3.652  -0.161
87 C 0.964 2.600 1.431  -0.894
88 N 1.168 1.238 1.459  -0.214
89 H 1.816 5.358 -0.363  0.497
90 H 0.426 6.439 1.387  0.415
91 H -0.635 5.056 3.153  0.476
92 N 1.984 -2.784 1.572  -0.473
93 H 2.223 -3.082 0.630  0.236
94 H 1.156 -3.301 1.854  0.243
95 H 2.745 -3.063 2.182  0.248